1.
Here is the molecule CH4N2S2 in a non-equilibrium geometry from OMol25. Energies are from ωB97M-V/def2-TZVPD.

```
! wB97M-V def2-TZVPD RIJCOSX def2/J DEFGRID3
* xyz 0 1
S 1.658 0.508 -1.030
N 0.532 -0.787 -0.998
C -0.319 -0.947 -0.120
N -0.585 -0.138 1.021
S -1.162 1.461 0.787
H 2.209 0.294 -2.246
H -0.984 -1.845 -0.209
H -1.320 -0.607 1.554
H -0.030 2.061 1.241
*
```

Energy: -25751.012 eV

2.
Here is a structure of composition C27H42N7OPtSi from OMol25. Energies are from ωB97M-V/def2-TZVPD.

```
! wB97M-V def2-TZVPD RIJCOSX def2/J DEFGRID3
* xyz 1 3
Pt -0.280 -0.230 0.098
C -2.741 -0.525 -1.970
Si -3.365 0.252 -0.396
C -4.377 -0.978 0.559
C -4.398 1.723 -0.860
N -1.951 0.713 0.560
C -1.921 1.553 1.677
C -3.086 1.948 2.350
C -3.033 2.697 3.514
C -1.808 3.092 4.034
C -0.638 2.752 3.368
C -0.707 2.010 2.207
O 0.414 1.745 1.430
C 1.682 1.698 2.002
C 2.646 2.514 1.439
C 3.941 2.475 1.942
C 4.261 1.621 2.990
C 3.277 0.805 3.539
C 1.977 0.841 3.047
H -3.570 -1.027 -2.483
H -1.960 -1.275 -1.822
H -2.352 0.247 -2.642
H -5.366 -1.089 0.101
H -4.523 -0.666 1.598
H -3.893 -1.962 0.559
H -5.117 1.415 -1.628
H -3.776 2.520 -1.281
H -4.966 2.142 -0.025
H -4.045 1.635 1.954
H -3.952 2.971 4.016
H -1.760 3.674 4.945
H 0.324 3.084 3.738
H 2.364 3.176 0.628
H 4.700 3.124 1.519
H 5.269 1.597 3.386
H 3.518 0.141 4.361
H 1.203 0.215 3.475
C 4.752 -0.153 -0.540
N 3.783 0.429 -1.474
C 4.212 1.660 -2.142
C 2.926 2.192 -2.745
N 1.912 1.536 -1.937
C 0.524 1.749 -2.284
C 2.418 0.421 -1.324
N 1.692 -0.497 -0.739
C 2.313 -1.722 -0.229
C 1.268 -2.796 -0.066
N 0.262 -2.320 0.880
C -0.536 -3.132 1.516
N -1.262 -2.716 2.591
C -1.380 -1.338 3.023
C -2.294 -3.677 2.934
C -1.722 -4.952 2.346
N -0.862 -4.454 1.269
C -0.025 -5.476 0.648
H 5.683 0.396 -0.661
H 4.965 -1.196 -0.752
H 4.438 -0.045 0.496
H 4.972 1.445 -2.889
H 4.631 2.359 -1.413
H 2.820 1.920 -3.800
H 2.842 3.274 -2.662
H 0.319 2.818 -2.310
H -0.084 1.302 -1.507
H 0.265 1.305 -3.252
H 2.777 -1.553 0.745
H 3.063 -2.106 -0.918
H 1.796 -3.675 0.295
H 0.828 -3.027 -1.043
H -0.407 -0.853 2.985
H -1.731 -1.335 4.055
H -2.076 -0.764 2.412
H -3.253 -3.413 2.479
H -2.427 -3.730 4.012
H -2.489 -5.607 1.940
H -1.135 -5.512 3.081
H -0.602 -6.398 0.643
H 0.895 -5.659 1.209
H 0.213 -5.242 -0.382
*
```

<S²>: 2.01
Energy: -52278.373 eV

3.
Here is a structure of composition C2H2ClI in a non-equilibrium geometry from OMol25. Energies are from ωB97M-V/def2-TZVPD.

```
! wB97M-V def2-TZVPD RIJCOSX def2/J DEFGRID3
* xyz 0 1
C 0.479 -0.119 -0.061
C 1.906 -0.741 0.063
Cl 2.034 -2.432 -0.002
I 3.483 0.476 -0.011
H 0.404 0.981 0.165
H -0.528 -0.721 0.002
*
```

Energy: -22727.086 eV

4.
Here is a cluster of 2 separate species, CH5N3S in total in a non-equilibrium geometry from OMol25. Energies are from ωB97M-V/def2-TZVPD.

```
! wB97M-V def2-TZVPD RIJCOSX def2/J DEFGRID3
* xyz 0 1
C 1.833 -0.213 -0.316
N -1.999 0.290 -0.159
N -1.779 1.035 -0.943
N -2.627 -0.469 0.536
S 0.625 0.073 0.938
H 2.687 0.447 0.047
H 1.509 0.333 -1.190
H 2.188 -1.290 -0.415
H -0.210 0.631 0.092
H -2.226 -0.838 1.410
*
```

Energy: -16420.445 eV

5.
Here is a structure of composition C5H8N2O3 in a non-equilibrium geometry from OMol25. Energies are from ωB97M-V/def2-TZVPD.

```
! wB97M-V def2-TZVPD RIJCOSX def2/J DEFGRID3
* xyz 0 1
O 2.870 -0.893 -0.961
C 1.757 -0.391 -0.253
C 0.654 0.027 -1.192
N -0.218 -1.023 -1.685
C -0.796 -0.024 -0.813
C -1.244 -0.463 0.547
O -1.233 -1.607 0.928
C -1.731 0.669 1.463
N -0.960 1.699 1.722
H 2.627 -1.732 -1.363
H 1.382 -1.134 0.468
H 2.107 0.484 0.312
H 0.922 0.827 -1.889
H -0.497 -0.869 -2.650
H -1.422 0.757 -1.255
O -2.213 0.313 2.616
H -0.474 2.058 0.906
H -1.530 1.302 3.100
*
```

Energy: -14433.438 eV

6.
Here is a structure of composition C36H40AsFN3O4PdSSi2 in a non-equilibrium geometry from OMol25. Energies are from ωB97M-V/def2-TZVPD.

```
! wB97M-V def2-TZVPD RIJCOSX def2/J DEFGRID3
* xyz 1 5
Pd 0.375 0.195 -0.053
C 4.696 -3.299 -0.776
Si 3.137 -2.333 -0.350
C 2.954 -2.523 1.527
C 1.670 -3.105 -1.236
C 3.435 -0.570 -1.072
C 2.689 -0.044 -2.178
C 3.277 0.154 -3.468
C 2.598 0.734 -4.497
C 1.300 1.201 -4.281
C 0.727 0.986 -3.045
N 1.416 0.351 -2.093
Si 4.888 0.343 -0.416
C 4.750 2.180 -1.065
C 4.782 0.183 1.422
C 6.520 -0.370 -1.081
H 4.527 -4.284 -1.218
H 5.407 -3.377 0.099
H 5.205 -2.741 -1.599
H 2.597 -3.592 1.553
H 2.228 -1.916 2.040
H 3.912 -2.459 2.077
H 1.174 -3.958 -0.823
H 1.941 -3.325 -2.265
H 0.963 -2.284 -1.255
H 4.345 -0.274 -3.566
H 3.092 0.844 -5.437
H 0.820 1.856 -4.961
H -0.259 1.175 -2.910
H 5.133 2.181 -2.145
H 5.477 2.812 -0.501
H 3.822 2.818 -1.034
H 3.741 0.080 1.743
H 5.287 1.031 1.903
H 5.313 -0.705 1.821
H 6.517 -1.303 -1.608
H 7.150 -0.487 -0.162
H 7.083 0.392 -1.617
S 1.350 2.281 0.707
C 0.221 3.521 0.847
C 0.653 4.793 1.333
C -0.305 5.730 1.656
C -1.652 5.421 1.534
C -2.145 4.146 1.192
C -1.201 3.218 0.769
As -1.698 1.574 0.020
C -2.834 0.973 1.466
C -2.246 1.046 2.741
C -2.982 0.664 3.851
C -4.258 0.184 3.683
C -4.802 0.056 2.408
C -4.072 0.356 1.256
C -2.748 1.868 -1.534
C -3.086 0.718 -2.303
C -3.692 0.935 -3.560
C -3.818 2.274 -4.003
C -3.447 3.375 -3.241
C -2.948 3.169 -1.987
H 1.706 4.983 1.506
H 0.080 6.677 2.001
H -2.369 6.147 1.907
H -3.203 3.850 1.388
H -1.173 1.420 2.808
H -2.529 0.732 4.846
H -4.898 -0.144 4.470
H -5.781 -0.370 2.293
H -4.462 0.179 0.252
H -2.656 -0.231 -1.849
H -4.066 0.166 -4.283
H -4.234 2.509 -5.025
H -3.446 4.403 -3.660
H -2.477 4.006 -1.559
F -3.389 -5.763 -0.296
C -3.575 -4.841 0.668
C -2.571 -4.082 1.090
N -2.726 -3.157 2.092
C -1.545 -2.412 2.524
C -0.998 -1.547 1.386
O 0.023 -0.896 1.742
O -1.393 -1.549 0.240
C -3.898 -3.172 2.919
O -4.000 -2.528 3.947
N -4.936 -3.860 2.302
C -4.811 -4.898 1.371
O -5.673 -5.747 1.236
H -1.618 -4.095 0.586
H -0.735 -3.123 2.707
H -1.784 -1.771 3.346
H -5.843 -3.757 2.733
*
```

<S²>: 6.04
Energy: -144260.700 eV

7.
Here is the molecule C3H5ClO in a non-equilibrium geometry from OMol25. Energies are from ωB97M-V/def2-TZVPD.

```
! wB97M-V def2-TZVPD RIJCOSX def2/J DEFGRID3
* xyz 0 1
O 1.031 -0.766 1.211
C 0.013 0.015 0.670
C -0.606 -0.451 -0.647
C 0.311 0.761 -0.561
Cl -0.246 2.424 -1.032
H 0.625 -1.513 1.682
H -0.646 0.423 1.448
H -1.642 -0.249 -0.795
H -0.225 -1.297 -1.104
H 1.385 0.655 -0.873
*
```

Energy: -17760.630 eV

8.
Here is the molecule C5H5ClS in a non-equilibrium geometry from OMol25. Energies are from ωB97M-V/def2-TZVPD.

```
! wB97M-V def2-TZVPD RIJCOSX def2/J DEFGRID3
* xyz 0 1
S 1.308 -2.038 0.458
C -0.142 -0.915 0.548
C -0.703 -0.610 -0.859
C -0.531 0.711 -1.104
C -0.093 1.340 0.101
Cl 0.169 3.024 0.279
C 0.176 0.448 1.069
H 2.105 -1.081 -0.111
H -0.934 -1.459 1.155
H -1.097 -1.375 -1.545
H -0.766 1.267 -2.025
H 0.508 0.688 2.035
*
```

Energy: -28622.565 eV

9.
Here is a structure of composition C33H80N5O13V2 in a non-equilibrium geometry from OMol25. Energies are from ωB97M-V/def2-TZVPD.

```
! wB97M-V def2-TZVPD RIJCOSX def2/J DEFGRID3
* xyz 1 1
O -14.396 19.743 55.276
V -15.664 19.026 54.588
O -16.506 20.358 54.141
O -17.860 18.212 51.088
V -17.249 17.093 52.097
O -16.796 15.876 51.287
C -19.096 19.109 55.736
C -18.399 17.764 55.438
O -17.571 17.742 54.281
H -18.360 19.801 56.146
H -19.881 19.126 56.491
H -19.541 19.469 54.809
H -19.061 16.994 55.042
H -17.981 17.321 56.342
C -19.591 20.189 60.361
C -20.103 21.653 60.363
C -20.271 22.292 58.926
O -19.139 21.927 58.138
C -19.104 22.799 57.020
N -21.350 21.623 61.070
H -20.135 19.416 59.818
H -19.628 19.826 61.388
H -18.599 20.149 59.913
H -19.285 22.193 60.842
H -20.550 23.331 59.108
H -21.201 21.891 58.523
H -18.884 23.818 57.337
H -20.070 22.793 56.514
H -18.252 22.542 56.390
H -22.104 21.317 60.471
H -21.495 22.592 61.314
C -15.027 19.326 58.584
O -15.532 18.449 57.624
C -14.917 17.127 57.630
C -15.089 16.232 56.402
N -14.643 16.646 55.035
C -13.174 16.777 54.939
C -12.621 16.210 53.637
O -12.966 14.797 53.855
C -12.672 13.903 52.775
H -13.973 19.592 58.501
H -15.188 18.971 59.601
H -15.676 20.186 58.417
H -15.366 16.805 58.570
H -13.835 17.226 57.717
H -16.141 15.950 56.419
H -14.567 15.313 56.670
H -14.816 15.976 54.299
H -12.560 16.337 55.725
H -12.793 17.797 55.005
H -11.541 16.327 53.539
H -13.002 16.650 52.715
H -11.621 13.614 52.749
H -13.093 14.083 51.786
H -13.174 12.977 53.056
C -23.292 17.588 54.652
O -22.456 16.527 55.111
C -22.736 16.160 56.497
C -21.909 14.842 56.784
N -22.027 14.459 58.160
C -21.539 15.284 59.267
C -20.083 15.732 59.067
O -19.250 14.619 59.118
C -17.943 14.976 58.708
H -23.169 18.558 55.133
H -24.295 17.184 54.789
H -23.142 17.726 53.581
H -23.796 15.975 56.670
H -22.485 16.981 57.169
H -20.951 14.963 56.279
H -22.332 14.063 56.150
H -21.662 13.518 58.204
H -21.698 14.715 60.183
H -22.119 16.207 59.252
H -19.818 16.402 59.885
H -20.032 16.287 58.131
H -17.938 15.079 57.623
H -17.221 14.220 59.016
H -17.531 15.881 59.154
C -16.282 13.169 53.928
O -17.339 13.842 53.223
C -18.480 13.797 53.935
C -19.582 14.385 53.002
N -19.419 15.891 52.806
C -20.515 16.584 52.141
C -20.863 16.042 50.666
O -21.477 14.767 50.663
C -22.179 14.603 49.425
H -16.489 13.180 54.998
H -15.365 13.709 53.690
H -16.190 12.113 53.673
H -18.393 14.536 54.732
H -18.788 12.838 54.351
H -20.588 14.200 53.379
H -19.630 13.820 52.071
H -19.178 16.347 53.675
H -20.316 17.655 52.158
H -21.403 16.393 52.743
H -19.947 15.774 50.140
H -21.383 16.897 50.234
H -22.576 13.594 49.311
H -21.551 14.729 48.544
H -22.942 15.347 49.195
C -20.817 19.554 49.762
C -21.919 20.596 49.558
C -23.291 19.760 49.555
C -23.881 19.383 50.902
C -23.925 20.670 51.802
C -22.618 21.560 51.874
N -22.000 21.706 50.541
O -20.917 22.599 50.524
C -23.001 22.979 52.337
C -21.609 20.840 52.861
C -21.752 21.112 48.027
H -19.994 20.115 50.205
H -20.674 18.884 48.914
H -21.048 18.869 50.577
H -24.083 20.291 49.028
H -23.146 18.939 48.853
H -23.193 18.674 51.361
H -24.802 18.801 50.911
H -24.145 20.264 52.789
H -24.796 21.266 51.529
H -22.241 23.760 52.329
H -23.883 23.389 51.844
H -23.380 22.987 53.360
H -22.092 21.037 53.818
H -21.661 19.767 52.673
H -20.573 21.178 52.879
H -20.883 21.747 47.852
H -22.624 21.698 47.735
H -21.824 20.269 47.340
H -21.399 23.429 50.524
*
```

Energy: -120944.195 eV

10.
Here is a structure of composition C27H35ClN4NiP2 in a non-equilibrium geometry from OMol25. Energies are from ωB97M-V/def2-TZVPD.

```
! wB97M-V def2-TZVPD RIJCOSX def2/J DEFGRID3
* xyz 0 3
Ni 1.555 0.958 1.831
C 0.260 -2.245 -3.598
C -0.335 -1.059 -3.756
C -1.797 -0.780 -3.596
C -2.577 -1.630 -2.548
C -1.904 -1.958 -1.240
C -0.921 -2.858 -1.057
C -0.770 -4.000 -2.023
C -0.450 -3.561 -3.471
C 1.798 0.592 3.757
H 1.346 -2.336 -3.693
H 0.230 -0.264 -4.251
H -2.307 -0.902 -4.571
H -1.903 0.289 -3.354
H -3.474 -1.025 -2.313
H -2.928 -2.549 -3.044
H -2.461 -1.569 -0.373
H -0.288 -2.870 -0.164
H -1.722 -4.555 -2.107
H -0.007 -4.719 -1.702
H 0.211 -4.328 -3.907
H -1.375 -3.535 -4.064
H 2.867 0.340 3.852
H 1.203 -0.157 4.304
H 1.648 1.580 4.230
P -0.454 0.369 2.075
P 1.207 1.661 -0.134
N -0.683 -1.335 2.488
N -1.602 1.119 3.171
N 2.158 0.744 -1.300
N 1.560 3.290 -0.665
C -1.216 0.504 0.444
C -0.520 1.389 -0.602
C 0.347 -2.160 2.952
C -0.206 -3.341 3.419
C -1.619 -3.272 3.189
C -1.885 -2.036 2.608
C -1.408 1.200 4.558
C -2.295 2.130 5.084
C -3.088 2.626 3.995
C -2.648 1.990 2.843
C 3.201 -0.091 -0.884
C 3.701 -0.771 -1.987
C 2.913 -0.391 -3.114
C 2.006 0.571 -2.672
C 1.790 3.699 -1.986
C 2.317 4.984 -1.972
C 2.392 5.398 -0.603
C 1.889 4.361 0.174
H -2.292 0.696 0.527
H -1.093 -0.513 0.066
H -0.545 0.911 -1.592
H -0.996 2.374 -0.706
H 1.369 -1.813 2.950
H 0.347 -4.145 3.884
H -2.350 -4.027 3.439
H -2.821 -1.605 2.289
H -0.653 0.607 5.049
H -2.337 2.443 6.117
H -3.848 3.392 4.053
H -2.980 2.089 1.821
H 3.517 -0.060 0.149
H 4.559 -1.434 -2.003
H 2.984 -0.793 -4.118
H 1.267 1.142 -3.222
H 1.519 3.056 -2.806
H 2.607 5.562 -2.838
H 2.758 6.353 -0.247
H 1.736 4.280 1.240
Cl 3.494 1.992 1.726
*
```

<S²>: 2.01
Energy: -106665.726 eV

11.
Here is a cluster of 2 separate species, C8H20N2OP in total in a non-equilibrium geometry from OMol25. Energies are from ωB97M-V/def2-TZVPD.

```
! wB97M-V def2-TZVPD RIJCOSX def2/J DEFGRID3
* xyz 1 1
C -0.398 -0.190 -2.402
C 0.437 -1.587 -2.114
C 1.363 -1.504 -0.735
P 2.853 -0.302 -1.066
C 2.662 1.371 -0.145
C 3.728 1.564 1.112
N 3.529 2.707 1.890
H -1.546 -0.423 -2.237
H -0.114 0.676 -1.643
H -0.291 0.165 -3.536
H -0.290 -2.512 -1.983
H 1.088 -1.841 -3.080
H 1.774 -2.601 -0.571
H 0.775 -1.077 0.189
H 4.142 -0.937 -0.876
H 2.763 0.015 -2.492
H 1.549 1.597 0.142
H 2.968 2.211 -0.935
H 4.617 0.844 1.360
H 4.252 2.744 2.655
C -2.188 -1.354 1.160
O -2.669 -2.438 0.854
N -2.900 -0.190 1.356
C -2.256 1.055 1.717
C -4.339 -0.211 1.194
H -1.103 -1.227 1.309
H -2.657 1.396 2.676
H -2.468 1.801 0.946
H -1.173 0.928 1.806
H -4.766 -0.933 1.897
H -4.578 -0.529 0.174
H -4.763 0.779 1.379
*
```

Energy: -22926.097 eV